Entry from the OMol25 dataset: a 8-piece molecular cluster, C13H23Br10Cl9 overall at a distorted geometry (ωB97M-V/def2-TZVPD).

DFT total energy, a.u.: -30390.924322
HOMO energy, eV: -9.80
Frontier orbital gap, Eh: 0.357
Energy relative to the best compared isomer or geometry (same formula, charge and spin), kJ/mol: 232.78
Max |F|, eV Å⁻¹: 2.03
SMILES string: ClC(Cl)Cl.ClC(Cl)Cl.ClC(Cl)Cl.BrCCBr.BrCCBr.BrCCBr.BrCCBr.BrCCBr

Each line ends with the natural charge from an NBO analysis.
CARTESIAN COORDINATES (ANGSTROEM)
Cl: -0.51175 -1.46056 1.33647  0.00
C: 0.08454 -0.07959 0.33286  -0.27
Cl: -0.58980 -0.12338 -1.25597  0.04
Cl: 1.88629 -0.06912 0.20892  -0.01
H: -0.18528 0.87772 0.77881  0.23
Cl: 0.58024 1.53664 8.64311  0.00
C: 0.95389 0.31432 7.36916  -0.27
Cl: 2.13196 -0.90181 7.95852  0.01
Cl: 1.51969 1.06647 5.87748  0.03
H: 0.01758 -0.19684 7.14522  0.23
Cl: -4.07109 -3.83293 -6.95822  0.03
C: -4.93383 -3.54973 -5.46017  -0.29
Cl: -4.79353 -4.77251 -4.17436  0.02
Cl: -6.65071 -3.24013 -5.77350  0.01
H: -4.46905 -2.64515 -5.06799  0.23
Br: -6.92669 -0.14744 0.78123  -0.01
C: -7.82638 1.08846 2.02696  -0.45
C: -7.22828 2.49322 1.89025  -0.42
Br: -5.40836 2.46413 2.71620  -0.05
H: -7.59027 0.72038 3.02539  0.23
H: -8.91186 1.06774 1.93003  0.23
H: -7.70780 3.27547 2.47870  0.24
H: -7.14404 2.63017 0.81218  0.23
Br: -5.03642 3.28653 -4.87712  0.00
C: -4.11634 4.97348 -4.27220  -0.44
C: -2.73234 4.94158 -4.95626  -0.41
Br: -3.01523 4.79045 -6.98248  -0.05
H: -3.90897 4.99998 -3.20243  0.23
H: -4.59094 5.92561 -4.50947  0.23
H: -2.04831 4.16959 -4.60378  0.22
H: -2.08579 5.80713 -4.81170  0.23
Br: 5.37689 8.16318 2.21103  -0.02
C: 3.40180 7.85030 2.15571  -0.43
C: 3.08853 7.14396 0.83235  -0.41
Br: 1.12896 6.62674 0.78785  -0.04
H: 2.85226 8.75889 2.40180  0.23
H: 3.16119 7.12723 2.93505  0.22
H: 3.68908 6.25060 0.66097  0.23
H: 3.32612 7.82311 0.01356  0.22
Br: 9.15043 -3.14537 -2.51463  -0.04
C: 8.11473 -3.50239 -0.81353  -0.41
C: 8.65491 -2.69771 0.33830  -0.43
Br: 7.59539 -3.07194 1.98696  -0.02
H: 8.16638 -4.57709 -0.63906  0.22
H: 7.07531 -3.18844 -0.90921  0.22
H: 8.61428 -1.65031 0.03929  0.23
H: 9.66071 -3.06913 0.53450  0.22
Br: 1.10539 -10.41401 1.78888  -0.04
C: 1.24066 -9.52264 -0.03231  -0.40
C: 1.78191 -8.10811 0.36041  -0.45
Br: 2.19425 -7.04535 -1.24794  -0.02
H: 0.25310 -9.46582 -0.49011  0.22
H: 1.92927 -9.96218 -0.75392  0.23
H: 2.65662 -8.22878 0.99950  0.23
H: 1.09070 -7.50461 0.94873  0.23